1.
Density functional theory data (ωB97M-V with the def2-TZVPD basis set) for an isolated molecule of C5H10O2 at a distorted geometry.

Element x y z (Å)
C (-1.37047, -0.65250, -0.13015)
C (-0.32475, 0.44151, 0.13382)
O (-0.65446, 1.57492, -0.67021)
C (-0.11587, 0.82639, 1.60644)
C (1.11303, 0.05924, -0.33973)
C (1.34525, -1.08476, -1.27319)
O (2.05844, 0.68209, 0.08757)
H (-2.37233, -0.30388, 0.15034)
H (-1.40281, -0.88682, -1.20058)
H (-1.17772, -1.58244, 0.41959)
H (-1.22659, 2.14065, -0.13604)
H (-0.47179, 1.83174, 1.84091)
H (-0.60028, 0.12297, 2.29499)
H (2.42529, -1.19391, -1.37352)
H (0.91226, -2.00452, -0.86819)
H (0.88314, -0.88815, -2.24355)
H (0.97963, 0.91746, 1.70149)

## Properties
Max |F|: 1.066 eV/Å
HOMO-LUMO gap: 10.49 eV

Results of the Löwdin charge analysis, in e, for atoms 1 through 4:
1 C -0.0347
2 C -0.5325
3 O -0.0071
4 C -0.0094


2.
Density functional theory data (ωB97M-V with the def2-TZVPD basis set) for an isolated molecule of C3HCl2FOS at a distorted geometry.

Element x y z (Å)
C (-1.12883, -0.00794, -0.02029)
C (0.35298, 0.13367, -0.09850)
C (1.30451, -0.89789, -0.03364)
H (-1.29075, 1.80275, 0.93019)
O (-1.81959, 1.13361, 0.40524)
F (0.74228, -2.10171, 0.00445)
S (-2.09503, -1.20055, -0.53281)
Cl (0.90089, 1.74771, -0.49920)
Cl (3.03352, -0.60966, -0.15543)

## Properties
Max |F|: 3.885 eV/Å
HOMO-LUMO gap: 8.21 eV

Results of the Löwdin charge analysis, in e, for atoms 1 through 4:
1 C -0.8659
2 C -0.6365
3 C -0.6972
4 H 0.1085


3.
Density functional theory data (ωB97M-V with the def2-TZVPD basis set) for a 5-piece molecular cluster, C55H88F5N4O4P overall at a distorted geometry.

Element x y z (Å)
C (1.74421, -2.01459, -0.28660)
C (1.23299, -2.10625, -1.80876)
P (-0.68885, -2.08183, -1.95142)
C (-1.31778, -3.62645, -2.84095)
C (-1.26678, -4.96822, -1.94387)
C (-1.00522, -0.50387, -2.99666)
C (-1.17023, -0.70198, -4.52744)
C (-1.38441, 0.60262, -5.39390)
C (-1.50230, 0.35414, -6.98111)
C (-0.12112, -0.32260, -7.48936)
C (1.20426, 0.37416, -6.91212)
C (1.96895, -0.50419, -5.78397)
O (3.41648, -0.26561, -5.77009)
C (3.93640, -1.09863, -4.73846)
O (4.29535, -2.27902, -4.99867)
C (-1.46834, 2.03131, -4.73244)
C (-1.31376, 2.20742, -3.20278)
C (-1.05738, 0.90217, -2.34534)
C (-0.85613, 1.12720, -0.78652)
O (-1.31475, 0.30524, 0.06950)
C (-0.09851, 2.45216, -0.32162)
C (0.88402, 2.53079, 0.87448)
C (1.61298, 3.86188, 1.30704)
C (2.62133, 3.73586, 2.52724)
F (1.91790, 3.11094, 3.60789)
F (3.65800, 2.79227, 2.13538)
C (3.33238, 5.08312, 2.97522)
C (3.29084, 5.40641, 4.51726)
C (3.97477, 6.66055, 5.14760)
C (4.72940, 7.65971, 4.23304)
C (4.75122, 7.35430, 2.70051)
C (5.47001, 8.35127, 1.65232)
F (4.38612, 8.99974, 0.94955)
F (6.21568, 7.67752, 0.65975)
F (6.23480, 9.35762, 2.32858)
C (4.08741, 6.07666, 2.06349)
C (1.27578, 5.14079, 0.50701)
C (0.27910, 5.06007, -0.71332)
C (-0.40198, 3.75062, -1.16981)
C (-1.38813, 3.63017, -2.43930)
O (-2.13766, 4.56471, -2.83165)
H (2.66776, -2.70783, -0.20925)
H (2.14432, -0.94968, -0.07540)
H (0.97586, -2.35163, 0.48707)
H (1.65852, -3.00625, -2.39553)
H (1.65647, -1.17257, -2.35030)
H (-0.69151, -3.85927, -3.79171)
H (-2.40825, -3.48535, -3.19099)
H (-0.18240, -5.25480, -1.66060)
H (-1.89892, -4.85022, -1.00040)
H (-1.66823, -5.85899, -2.55865)
H (-1.11299, -1.71912, -5.06884)
H (-1.81880, 1.27525, -7.57341)
H (-2.31656, -0.46218, -7.09918)
H (-0.12759, -0.21853, -8.64316)
H (-0.15432, -1.45386, -7.24389)
H (1.96455, 0.52928, -7.77337)
H (1.03636, 1.40928, -6.44968)
H (1.71284, -1.60251, -6.00735)
H (1.56595, -0.16058, -4.75355)
H (4.01756, -0.78365, -3.62917)
H (-1.62723, 2.91832, -5.42955)
H (1.10469, 1.56533, 1.45823)
H (2.77088, 4.70049, 5.26578)
H (3.92401, 6.79949, 6.28635)
H (5.23813, 8.57076, 4.70619)
H (4.15493, 5.89039, 0.93432)
H (1.74053, 6.13894, 0.79040)
H (0.08995, 6.05449, -1.26648)
C (-4.89927, -4.90773, 2.44641)
C (-4.58204, -3.48433, 2.00232)
N (-4.55148, -3.31476, 0.55308)
C (-3.96313, -2.04466, 0.13072)
C (-4.69178, -0.76188, 0.52197)
C (-5.75486, -3.71720, -0.16628)
C (-7.07444, -3.05313, 0.22227)
H (-4.21358, -5.62655, 1.98908)
H (-4.79435, -4.98940, 3.53170)
H (-5.92366, -5.19481, 2.19589)
H (-3.59336, -3.23842, 2.40522)
H (-5.29079, -2.79737, 2.47904)
H (-3.82494, -2.05475, -0.95663)
H (-2.94726, -1.99217, 0.53831)
H (-5.59249, -0.61014, -0.07540)
H (-4.04252, 0.09938, 0.33751)
H (-4.96424, -0.74185, 1.57923)
H (-5.87635, -4.80033, -0.05222)
H (-5.59678, -3.58013, -1.24335)
H (-7.21822, -3.00522, 1.30530)
H (-7.91022, -3.62850, -0.18785)
H (-7.15497, -2.04421, -0.18505)
C (-8.30118, -3.03444, -3.57225)
C (-9.75201, -2.56780, -3.55971)
N (-10.66816, -3.48172, -4.23489)
C (-11.98631, -2.90258, -4.48143)
C (-12.83819, -2.53790, -3.26805)
C (-10.66895, -4.85993, -3.75635)
C (-10.97800, -5.10256, -2.28006)
H (-7.95996, -3.23811, -4.59109)
H (-7.65756, -2.25571, -3.15366)
H (-8.15712, -3.93474, -2.96935)
H (-9.77926, -1.60027, -4.07310)
H (-10.05476, -2.37753, -2.52348)
H (-12.56097, -3.57626, -5.12702)
H (-11.84809, -1.99494, -5.08090)
H (-13.25332, -3.42356, -2.78488)
H (-13.68764, -1.92539, -3.58613)
H (-12.28286, -1.96094, -2.52591)
H (-9.68805, -5.29794, -3.97173)
H (-11.36353, -5.45409, -4.36270)
H (-10.43671, -4.41918, -1.61961)
H (-10.68067, -6.11876, -2.00457)
H (-12.04517, -5.01766, -2.07014)
C (7.58877, 2.67599, 8.54179)
C (6.45213, 1.66268, 8.47237)
N (5.13694, 2.26784, 8.28576)
C (4.03382, 1.33797, 8.51528)
C (3.90277, 0.14691, 7.56918)
C (4.98993, 3.13924, 7.12537)
C (5.28781, 2.55019, 5.74792)
H (7.39945, 3.43021, 9.31064)
H (8.52321, 2.16787, 8.79474)
H (7.74243, 3.18314, 7.58593)
H (6.45527, 1.11586, 9.42175)
H (6.67841, 0.92830, 7.69078)
H (3.08889, 1.89311, 8.51750)
H (4.12904, 0.94860, 9.53584)
H (3.52310, 0.44730, 6.59147)
H (3.18497, -0.57055, 7.97887)
H (4.84736, -0.38294, 7.43126)
H (5.63920, 4.01072, 7.26676)
H (3.97731, 3.56194, 7.11509)
H (6.21238, 1.96633, 5.73129)
H (5.40511, 3.35861, 5.01989)
H (4.47125, 1.92010, 5.39183)
C (8.70378, -1.87258, 0.43328)
C (7.78280, -1.07905, -0.48619)
N (6.41636, -0.95891, 0.01325)
C (5.47516, -0.46587, -0.98873)
C (5.67894, 0.95275, -1.51565)
C (6.26753, -0.38638, 1.34734)
C (6.83939, 1.00868, 1.59378)
H (8.28680, -2.85885, 0.65488)
H (9.67291, -2.02033, -0.05079)
H (8.88697, -1.35139, 1.37624)
H (7.76049, -1.60667, -1.44620)
H (8.23400, -0.09929, -0.68120)
H (4.45442, -0.55476, -0.59900)
H (5.50602, -1.15118, -1.84494)
H (5.38068, 1.70297, -0.78178)
H (5.05236, 1.11045, -2.39971)
H (6.71197, 1.14358, -1.81290)
H (6.72841, -1.07140, 2.06754)
H (5.20623, -0.38465, 1.62495)
H (7.84733, 1.12838, 1.18639)
H (6.90373, 1.19446, 2.67007)
H (6.19978, 1.78763, 1.17620)

## Properties
Max |F|: 5.085 eV/Å
HOMO-LUMO gap: 6.27 eV

Results of the Löwdin charge analysis, in e, for atoms 1 through 4:
1 C -0.1805
2 C -0.4033
3 P 0.9734
4 C -0.4596


4.
Density functional theory data (ωB97M-V with the def2-TZVPD basis set) for an isolated molecule of C5H6 at a distorted geometry.

Element x y z (Å)
C (0.58572, -0.86433, 1.57941)
C (-0.47443, -0.39913, 2.05529)
C (-1.14493, 0.37309, -0.23644)
C (0.21438, -0.23756, -0.73874)
C (0.33001, 0.34102, 0.68878)
H (1.33892, -1.40609, 1.18184)
H (-1.90486, -0.53131, -0.01235)
H (-1.45614, 1.32158, -0.49546)
H (0.15453, -1.38308, -0.78953)
H (0.66681, 0.30294, -1.51004)
H (0.53837, 1.26398, 1.20401)

## Properties
Max |F|: 6.317 eV/Å
HOMO-LUMO gap: 9.73 eV

Results of the Löwdin charge analysis, in e, for atoms 1 through 4:
1 C -0.1712
2 C 0.0413
3 C -0.0405
4 C -0.1147